The following is a quantum chemistry calculation of the ion C22H42BF9N5O2 with charge +1, from the OMol25 dataset.

Each line ends with the Löwdin charge.
Geometry (Å):
N1 -5.34519 2.26807 -0.24978  0.004
H1 -1.43146 3.06328 0.50733  0.105
H2 -2.83178 4.54384 -0.36758  0.114
N2 -0.31265 -1.72650 -0.36055  0.074
H3 3.74594 -1.42639 2.13193  0.102
F1 -0.88430 0.70282 -2.69871  0.183
F2 -3.01148 0.95192 -2.66699  0.133
F3 -2.43806 -0.55898 -6.34789  0.190
H4 1.30415 2.69173 -0.11587  0.112
H5 -1.40622 2.54155 -1.16925  0.103
C1 3.78213 -2.00673 4.85639  -0.098
H6 0.81379 1.06513 -0.69928  0.076
C2 -2.57629 0.21490 -5.27710  -0.394
H7 3.84198 1.96447 2.88616  0.104
O1 1.55856 -1.07147 -1.92181  0.183
H8 -2.85318 -5.34727 0.70059  0.074
F4 -0.98352 -1.25836 -4.33550  0.180
C3 -2.01945 2.57696 -0.27081  -0.149
N3 -1.40276 0.19646 0.34090  0.070
H9 -0.06449 -0.60068 1.81577  0.111
H10 2.80242 0.19937 0.65349  0.090
C4 -2.15764 -0.68317 -4.07767  -0.368
H11 -1.18914 0.61424 2.33523  0.136
H12 3.20968 -0.08293 3.09640  0.084
H13 3.66706 -1.60943 5.86366  0.067
H14 1.32864 1.12620 2.17340  0.106
H15 -4.13769 3.06702 1.34001  0.102
C5 4.48662 1.78042 2.02350  -0.201
F5 -0.43281 1.19526 -5.46997  0.223
C6 4.80786 -1.17692 4.02462  -0.245
C7 -2.48796 1.20574 0.23800  -0.096
F6 -1.93018 1.83133 -6.78974  0.214
H16 0.16568 2.36168 1.84957  0.104
C8 -3.21077 3.54044 -0.56873  -0.168
F7 -3.84397 0.53294 -5.23504  0.211
O2 0.44874 -3.12325 -2.25741  0.176
H17 5.34518 2.45162 2.12755  0.106
H18 4.07079 -3.05663 4.86674  0.067
H19 4.98558 -0.00836 0.91875  0.099
C9 2.77204 1.17287 0.15220  -0.202
C10 -1.29368 -0.73458 -0.52815  -0.229
H20 6.06698 0.25278 2.29502  0.107
N4 -2.18543 -0.87366 -1.61018  0.236
H21 -4.92740 1.89611 -1.09253  0.040
H22 -2.93114 -5.41143 2.47202  0.074
H23 3.15400 3.13869 0.92376  0.106
H24 5.16930 -0.33835 4.62024  0.108
C11 5.03792 0.33897 1.95307  -0.182
H25 2.80327 -1.93038 4.37413  0.052
C12 0.56789 1.43325 1.44917  -0.131
H26 -2.97784 -3.87818 1.62626  0.061
H27 -6.24882 2.65692 -0.47762  0.072
C13 1.29663 1.62152 0.10061  -0.182
C14 -4.44465 3.29295 0.31350  -0.270
H28 -0.59400 -5.13555 2.61397  0.110
H29 -0.80046 -2.73088 2.22335  0.112
H30 -3.50209 3.50814 -1.62052  0.109
C15 4.11014 -0.61734 2.77829  -0.248
F8 -2.00129 2.48649 -4.77998  0.213
C16 -0.45220 -3.37396 1.40172  -0.211
H31 -1.93382 -2.68046 0.28786  0.104
C17 -1.70357 1.47272 -5.54788  -0.623
H32 -5.01618 4.22334 0.35459  0.113
H33 -2.85414 1.36089 1.25182  0.129
H34 4.46570 2.49600 -0.01359  0.111
H35 0.63778 -3.35845 1.41871  0.122
C18 -0.97212 -4.79516 1.65279  -0.218
H36 -3.33848 0.80194 -0.29744  0.109
C19 -2.02221 0.01818 -2.70907  -0.461
H37 5.63373 -1.81548 3.71114  0.107
H38 -0.27965 -3.05828 -2.89107  0.100
N5 -0.97322 -2.95349 0.08182  0.029
B1 0.57967 -1.94711 -1.53864  -0.698
H39 -0.59042 -5.39823 0.82903  0.109
H40 -2.24010 -1.84806 -1.89779  0.159
H41 2.39860 -1.34110 -1.51706  0.130
C20 -2.51718 -4.87441 1.62207  -0.093
H42 3.07166 1.00979 -0.88463  0.105
F9 -3.03323 -1.68180 -4.02192  0.188
C21 3.73744 2.22896 0.75420  -0.180
C22 -0.52826 0.33090 1.51541  -0.073

Its SMILES is CCCCCCCCCCN(CCCCN)/C(NC(F)(F)C(F)(F)C(F)(F)C(F)(F)F)=[N+](/NCCC)B(O)O. The net charge is +1. The HOMO energy comes out at -12.03 eV. Its HOMO-LUMO gap is 8.18 eV.

=====

The following is a quantum chemistry calculation of the molecule C3H6O2, from the OMol25 dataset.

Each line ends with the natural charge from an NBO analysis.
Geometry (Å):
H1 0.38749 2.00334 -0.47994  0.221
H2 -1.54761 -0.36489 1.01196  0.165
C1 0.35272 0.92623 -0.10612  -0.178
O1 1.66881 -1.08133 -0.38290  -0.505
C2 1.61875 0.10201 -0.17291  0.400
C3 -1.36646 -0.68948 -0.00033  -0.264
H3 0.09395 0.97277 1.05869  0.196
H4 -0.74116 -1.59655 0.11022  0.188
O2 -0.68922 0.26776 -0.83182  -0.527
H5 2.49697 0.51910 0.26091  0.107
H6 -2.27423 -1.05897 -0.46777  0.197

Its SMILES is COCC=O. As for the energy above the lowest of the compared OMol25 structures with the same formula, charge and spin: 49.2 kcal/mol. The net charge is 0. The HOMO energy comes out at -9.65 eV. Its HOMO-LUMO gap is 10.51 eV.

=====

The following is a quantum chemistry calculation of the molecule C6H5O7P, from the OMol25 dataset.

Each line ends with the natural charge from an NBO analysis.
Geometry (Å):
P1 1.40756 1.92631 -1.19071  0.998
O1 -1.07196 1.52286 -0.49469  -0.673
H1 -3.43170 0.29257 2.02734  0.484
H2 -1.60356 2.15339 0.04901  0.513
O2 2.01147 -1.95359 -0.26312  -0.539
H3 3.27347 -0.86536 -1.80538  0.482
O3 3.27543 0.08243 -1.70952  -0.668
H4 -2.16306 -3.12366 1.69178  0.497
C1 -0.96921 0.30675 0.08855  0.211
O4 2.70724 2.54970 -1.97048  -0.969
O5 -3.19921 0.56312 1.18198  -0.670
O6 -2.43818 -2.26766 2.10434  -0.652
C2 -0.02529 -0.63626 0.22432  0.099
C3 1.45758 -0.89192 -0.43547  0.488
C4 -1.69132 -1.41251 1.39148  0.477
H5 2.95717 3.38762 -1.64135  0.495
O7 -0.44853 -1.73037 0.89334  -0.407
C5 2.03247 0.31604 -1.03623  -0.258
C6 -2.08036 -0.21945 0.89482  0.091

Its SMILES is O=C(/C(O)=P/O)c1oc(O)c(O)c1O. As for the energy above the lowest of the compared OMol25 structures with the same formula, charge and spin: 46.4 kcal/mol. The net charge is 0. The HOMO energy comes out at -8.31 eV. Its HOMO-LUMO gap is 7.73 eV.

=====

The following is a quantum chemistry calculation of the molecule C3HCl2NO2, from the OMol25 dataset.

Each line ends with the natural charge from an NBO analysis.
Geometry (Å):
N1 -1.15023 0.50784 -1.13727  -0.043
O1 -1.24069 -0.89540 -0.80655  -0.336
C1 -0.38659 -1.13231 0.18049  0.748
H1 0.06050 2.06619 -0.72112  0.237
Cl1 0.49242 0.70115 2.02147  0.096
C2 -0.16264 1.04667 -0.55653  0.013
O2 -0.22027 -2.15199 0.75853  -0.501
Cl2 2.12047 -0.28892 -0.14759  0.037
C3 0.48703 0.14678 0.40859  -0.252

Its SMILES is O=C1ON=CC1(Cl)Cl. As for the energy above the lowest of the compared OMol25 structures with the same formula, charge and spin: 27.1 kcal/mol. The net charge is 0. The HOMO energy comes out at -10.98 eV. Its HOMO-LUMO gap is 10.62 eV.

=====

The following is a quantum chemistry calculation of a cluster of 4 separate species, C10H28NO4S in total, from the OMol25 dataset.

Each line ends with the natural charge from an NBO analysis.
Geometry (Å):
H1 3.97260 -4.66860 2.05370  0.277
H2 -4.40572 0.46109 -3.64452  0.191
N1 0.74446 -0.74612 0.12277  -0.570
H3 -3.26947 1.18255 2.40572  0.471
H4 2.58648 0.29438 0.75577  0.236
H5 1.34767 4.70221 -2.61874  0.169
H6 -0.94233 -0.44319 1.41517  0.243
H7 -1.35350 1.70305 0.53127  0.229
O1 1.92186 5.08637 -0.67242  -0.728
H8 0.34308 1.88940 -0.11507  0.221
H9 -2.82187 0.11218 -4.37743  0.165
H10 -4.66569 -0.61523 2.74337  0.168
C1 3.14419 -3.90720 2.13810  -0.733
H11 5.10494 -2.29097 1.50310  0.209
H12 2.34994 0.06157 -1.03633  0.243
H13 -1.52990 -2.36909 -0.77599  0.252
H14 0.62264 0.06837 2.16807  0.211
C2 -0.74668 -2.09330 -1.53964  -0.714
H15 -1.87826 1.06839 -2.51243  0.475
H16 -4.32775 0.29442 4.24590  0.173
H17 1.82304 6.03535 -0.80700  0.468
H18 -3.30875 -0.69839 -2.85664  0.147
O2 -2.79969 1.29596 -2.68589  -0.732
C3 1.06049 4.43748 -1.59809  -0.244
H19 0.01235 2.25599 1.64774  0.229
C4 -0.25524 1.57075 0.78747  -0.662
C5 -3.89221 -0.32477 3.45844  -0.247
C6 0.05793 0.04768 1.17724  -0.237
H20 0.02644 4.73735 -1.41032  0.169
H21 -3.45920 -1.22025 3.90323  0.180
H22 0.07937 -2.87943 -1.63683  0.220
H23 -1.17472 -1.93319 -2.57931  0.250
O3 -2.86374 0.39716 2.79028  -0.741
O4 0.00962 0.17946 -1.97553  -0.560
H24 4.00330 -1.47888 -0.68206  0.271
H25 2.75551 -3.80606 3.19556  0.279
H26 1.15297 3.35999 -1.46695  0.168
C7 -3.36220 0.22921 -3.43427  -0.245
S1 3.71557 -2.21086 1.63223  0.574
C8 2.18115 -0.42581 -0.01380  -0.232
C9 0.03176 -0.74281 -1.15514  0.748
H27 2.59319 -2.61702 -0.60710  0.272
H28 2.28150 -4.21713 1.47782  0.276
C10 3.08790 -1.76474 -0.05702  -0.539

As for the energy above the lowest of the compared OMol25 structures with the same formula, charge and spin: 39.9 kcal/mol. The net charge is +1. The HOMO energy comes out at -11.93 eV. Its HOMO-LUMO gap is 8.23 eV.

=====

The following is a quantum chemistry calculation of a cluster of 3 separate species, C5H10O in total, from the OMol25 dataset.

Each line ends with the natural charge from an NBO analysis.
Geometry (Å):
H1 0.41238 -0.88970 1.99140  0.225
C1 1.49285 0.62804 0.36588  -0.230
H2 2.48600 0.95685 0.69167  0.173
H3 1.58008 -1.51263 -0.87308  0.221
H4 -2.36415 -0.15938 1.01570  0.023
C2 1.36328 -0.79598 -0.09209  -0.207
H5 1.12235 2.17924 -1.10214  0.207
H6 -0.35506 1.43786 -0.46052  0.220
H7 -2.18340 -0.43966 1.68262  -0.030
C3 0.88927 -0.54395 1.08427  -0.176
H8 -1.46971 -1.89320 -0.22015  0.117
H9 0.57470 2.57890 0.53009  0.207
H10 -0.75839 -1.72070 -1.94672  0.111
C4 0.65705 1.76429 -0.19959  -0.631
O1 -2.03183 -0.28275 -1.31020  -0.513
C5 -1.41541 -1.30721 -1.15712  0.282

Its SMILES is CC1C=C1.[H][H].C=O. As for the energy above the lowest of the compared OMol25 structures with the same formula, charge and spin: 106.3 kcal/mol. The net charge is 0. The HOMO energy comes out at -9.58 eV. Its HOMO-LUMO gap is 10.42 eV.

=====

The following is a quantum chemistry calculation of a structure of composition C41H29IN12O3SZr, from the OMol25 dataset.

Each line ends with the natural charge from an NBO analysis.
Geometry (Å):
O1 -1.79840 0.36079 0.33786  -0.756
C1 4.34460 0.21209 -0.26444  -0.237
N1 1.09400 -1.58071 2.29206  -0.322
H1 0.30100 7.64359 -1.17644  0.231
N2 0.64220 3.00109 -1.07224  -0.612
H2 1.70100 -1.57901 -2.11784  0.217
H3 -2.27700 -6.17721 -1.24464  0.425
Zr1 -0.24190 0.91379 -0.91964  2.175
H4 -1.75200 3.91649 1.71226  0.216
N3 -0.10820 -1.44081 -1.10794  -0.604
C2 -2.14940 1.58539 0.45056  0.797
C3 -0.19070 -5.69481 -1.30104  0.278
C4 -0.19760 -4.26551 -1.30214  0.031
C5 -3.89270 2.84869 4.09016  -0.109
N4 0.34870 5.08729 -0.40384  -0.333
H5 1.99460 -3.52031 2.49286  0.259
H6 -0.10010 3.29599 -3.07224  0.249
S1 0.66000 1.02219 1.63126  -0.186
C6 0.76730 3.85479 -0.06574  0.238
C7 0.33420 6.21899 0.43856  0.211
H7 -2.01350 -1.59781 -0.29164  0.244
H8 -0.89660 -1.31081 2.82126  0.238
C8 0.35550 6.04509 1.82176  -0.256
H9 0.36260 5.05609 2.25636  0.219
C9 0.28770 9.55889 2.96516  0.237
N5 0.25250 10.46529 3.66166  -0.223
H10 -2.66710 4.60089 3.89406  0.239
H11 1.18980 3.60229 0.89316  0.239
C10 0.04320 -1.63991 3.27116  -0.414
H12 -0.49520 5.85739 -2.22334  0.251
H13 1.17410 -10.97431 -0.83894  0.231
C11 -1.18080 -2.15581 -0.70394  0.066
O2 -0.24420 0.93929 -2.83464  -0.639
H14 -5.07940 1.06639 3.98356  0.245
N6 2.38890 -0.84241 0.69206  -0.382
H15 1.98530 1.69999 -2.86334  0.236
H16 0.27010 9.59629 0.31076  0.251
C12 -1.55760 -0.51341 -3.91744  0.054
H17 2.37270 -8.82001 -1.11684  0.232
H18 0.27360 -0.98261 4.11006  0.239
H19 0.38090 7.02059 3.72366  0.244
C13 2.96880 0.01589 -0.26104  0.397
C14 -0.63900 -0.44461 -5.00904  0.204
N7 -1.31780 -6.47811 -1.17784  -0.529
C15 1.98580 -2.57751 1.98366  -0.034
C16 0.53260 -7.70141 -1.17854  0.057
O3 -1.73600 2.35459 -0.46374  -0.702
C17 -0.07160 5.02199 -1.70444  -0.038
C18 0.35230 7.14639 2.65266  -0.125
H20 -0.04830 -2.66021 3.63486  0.237
H21 -4.06230 0.31259 1.86076  0.229
C19 0.30370 7.49939 -0.10804  -0.225
C20 4.88220 1.04989 -1.22774  -0.099
N8 -1.35260 0.17119 -2.83574  -0.063
C21 -4.32530 1.66669 3.49786  -0.246
N9 -3.44010 -2.24191 -4.05644  -0.161
C22 -0.78570 -10.11121 -0.88704  -0.166
C23 -3.76690 1.25109 2.30616  -0.150
H22 -2.16690 -4.00641 -0.43424  0.236
H23 3.59990 -2.60971 0.48276  0.259
N10 2.12610 0.58549 -1.13634  -0.548
C24 1.34000 -0.51341 1.50696  0.289
N11 0.91660 -6.40961 -1.30794  -0.398
C25 -2.97590 3.66919 3.44236  -0.240
C26 -0.89120 -7.77241 -1.11744  0.192
H24 4.96450 -0.25991 0.48216  0.255
H25 4.41950 2.19499 -2.98864  0.256
H26 5.94010 1.26019 -1.24104  0.255
C27 -2.62380 -1.44271 -4.00114  0.211
H27 1.72820 -4.04831 -2.23454  0.259
C28 0.10770 3.73419 -2.10944  -0.066
C29 0.29010 8.60079 0.72416  -0.130
C30 -1.27320 -3.52271 -0.79244  -0.242
C31 0.89890 -3.52581 -1.78304  -0.173
C32 -2.83300 2.05879 1.65606  -0.138
H28 -2.64290 -9.03051 -0.96414  0.228
I1 -4.59790 3.36729 6.00336  0.233
C33 0.88500 -2.15431 -1.68964  0.031
H29 -1.26310 -11.07151 -0.76934  0.231
C34 2.67410 1.32869 -2.11044  0.091
C35 2.79520 -2.12791 0.99936  -0.055
C36 4.03330 1.58299 -2.18974  -0.221
C37 0.31420 8.42969 2.10726  -0.146
N12 0.18770 -0.34621 -5.79344  -0.161
C38 -2.46530 3.28449 2.22016  -0.161
C39 1.29680 -8.86981 -1.07924  -0.173
C40 0.61870 -10.05441 -0.93014  -0.212
C41 -1.56490 -8.98001 -0.99024  -0.265

The net charge is +2. The HOMO energy comes out at -12.46 eV. Its HOMO-LUMO gap is 6.18 eV.